# 1
A molecular structure, C24H22FN4Ru. Source: the Open Molecules 2025 dataset; level of theory: ωB97M-V/def2-TZVPD.

Last column: Löwdin charge in e.
Element x y z (Å)
Ru 1.293 1.104 -0.126  1.366
C 3.556 0.018 0.564  -0.107
N 2.203 -0.647 0.536  -0.254
C 2.015 -1.706 -0.482  -0.067
C 1.003 -1.326 -1.544  -0.203
C 0.690 -2.206 -2.568  0.018
C -0.319 -1.883 -3.456  0.005
C -1.011 -0.688 -3.299  -0.006
C -0.638 0.159 -2.280  -0.082
N 0.359 -0.146 -1.432  -0.031
C 1.729 -1.015 1.894  -0.073
C 0.377 -0.421 2.207  -0.224
C -0.386 -0.875 3.268  0.016
C -1.592 -0.252 3.545  0.000
C -2.010 0.802 2.745  -0.012
C -1.208 1.195 1.694  -0.082
N -0.034 0.599 1.435  -0.021
C 3.384 2.674 -0.076  -0.423
C 2.672 3.895 0.468  -0.016
C 1.371 4.057 0.286  -0.055
C 0.645 3.178 -0.638  -0.177
C 1.438 2.573 -1.629  -0.242
N 2.656 2.083 -1.239  -0.005
H 4.208 -0.532 1.244  0.140
H 3.978 -0.047 -0.438  0.131
H 2.972 -1.976 -0.932  0.148
H 1.642 -2.610 0.004  0.142
H 1.229 -3.140 -2.653  0.138
H -0.574 -2.561 -4.260  0.134
H -1.819 -0.412 -3.960  0.130
H -1.129 1.109 -2.119  0.124
H 1.703 -2.099 2.009  0.142
H 2.445 -0.646 2.629  0.126
H -0.034 -1.704 3.867  0.135
H -2.203 -0.588 4.372  0.132
H -2.946 1.311 2.926  0.127
H -1.493 2.002 1.035  0.114
H 3.256 4.657 0.958  0.124
H 0.847 4.917 0.683  0.127
H -0.380 3.429 -0.885  0.111
H 1.105 2.320 -2.628  0.127
F 6.042 4.607 2.529  0.125
C 5.297 3.693 1.918  -0.250
C 5.631 3.497 0.538  0.026
C 4.815 2.952 -0.381  0.046
C 3.415 1.499 0.982  -0.175
C 3.833 1.785 2.256  -0.017
C 4.457 2.966 2.712  0.024
H 6.629 3.812 0.256  0.142
H 5.183 2.733 -1.376  0.137
H 3.814 0.980 2.985  0.124
H 4.523 3.157 3.775  0.140

Atomic forces in eV per Å
-0.42 -0.14 -0.36
-0.02 0.03 -0.02
0.17 0.17 0.08
-0.11 -0.07 -0.04
-0.13 -0.06 -0.03
0.02 0.01 0.08
-0.02 -0.01 -0.03
0.01 0.04 0.05
-0.04 -0.05 -0.03
0.19 0.04 0.12
-0.08 0.03 -0.01
-0.05 -0.03 0.05
0.01 0.01 -0.03
0.01 -0.01 0.00
0.02 0.01 -0.04
-0.09 -0.01 0.05
0.19 0.01 -0.06
-0.16 -0.31 0.23
0.24 0.03 0.06
-0.12 0.11 0.02
-0.05 -0.06 -0.45
0.15 0.14 0.18
-0.16 0.01 0.04
0.04 0.05 0.00
-0.03 0.01 0.02
-0.01 0.10 -0.05
0.06 0.00 0.00
-0.01 -0.01 0.00
0.00 -0.01 0.00
0.00 0.01 0.00
0.02 0.00 -0.01
0.00 0.01 -0.01
0.00 0.04 -0.03
-0.01 -0.01 0.01
0.00 -0.01 0.01
0.00 0.00 0.00
0.01 -0.01 0.02
-0.03 -0.01 0.04
0.03 0.00 0.04
-0.01 -0.04 0.02
-0.07 -0.06 0.05
-0.04 -0.04 -0.06
0.02 -0.03 0.12
0.00 -0.01 -0.04
0.10 0.17 -0.01
0.36 -0.17 0.05
-0.10 0.07 -0.03
0.15 0.09 0.03
0.01 -0.01 0.00
-0.03 -0.02 -0.02
0.00 -0.01 0.02
-0.02 0.01 0.01

Computed properties:
**Net charge**: +2
**E_LUMO (alpha / beta)**: -0.25206 / -0.28766 Ha
**Expectation value of S²**: 0.757
**HOMO-LUMO gap (alpha / beta)**: 0.2868 / 0.2521 Ha
**Spin multiplicity**: 2



# 2
A molecular structure, C49H50Cl4N4O2P4STi. Source: the Open Molecules 2025 dataset; level of theory: ωB97M-V/def2-TZVPD.

Last column: Löwdin charge in e.
Element x y z (Å)
Ti -1.099 0.492 0.093  0.581
N 0.144 3.959 0.298  0.056
N -0.801 4.233 1.278  -0.040
C -1.103 3.372 2.251  -0.738
N -1.901 3.824 3.223  0.135
S -0.555 1.764 2.407  0.785
H 0.891 4.641 0.354  0.112
H -0.309 3.974 -0.608  0.049
H -1.284 5.123 1.262  0.165
H -2.141 4.799 3.320  0.129
H -2.212 3.182 3.932  0.110
C 2.132 -0.831 1.737  -0.311
N 2.950 -1.054 0.580  -0.172
C 2.584 -0.541 -0.714  -0.332
P 1.612 1.031 -0.632  1.059
C 1.724 1.564 -2.380  -0.392
C 1.601 2.920 -2.686  -0.102
C 1.701 3.365 -3.994  -0.056
C 1.930 2.460 -5.022  -0.058
C 2.071 1.114 -4.730  -0.062
C 1.971 0.667 -3.419  -0.113
C 2.872 2.104 0.149  -0.355
C 4.051 2.326 -0.566  -0.079
C 5.090 3.049 -0.005  -0.050
C 4.965 3.558 1.280  -0.056
C 3.800 3.339 1.996  -0.062
C 2.758 2.616 1.435  -0.136
C 4.200 -1.696 0.718  -0.229
C 4.738 -2.398 -0.361  -0.030
C 5.962 -3.036 -0.238  -0.072
C 6.661 -2.998 0.958  -0.082
C 6.126 -2.303 2.030  -0.071
C 4.910 -1.648 1.917  -0.027
P 0.379 -1.377 1.443  1.004
C 0.696 -2.973 0.658  -0.373
C 1.262 -4.026 1.377  -0.066
C 1.663 -5.176 0.718  -0.040
C 1.519 -5.280 -0.661  -0.045
C 0.968 -4.231 -1.382  -0.061
C 0.560 -3.085 -0.718  -0.167
C -0.197 -1.758 3.120  -0.377
C 0.176 -0.940 4.186  -0.123
C -0.246 -1.233 5.473  -0.054
C -1.039 -2.345 5.710  -0.051
C -1.399 -3.175 4.657  -0.053
C -0.978 -2.884 3.370  -0.126
H 2.160 0.185 2.147  0.068
H 2.474 -1.508 2.524  0.101
H 2.050 -1.272 -1.335  0.062
H 3.500 -0.278 -1.256  0.101
H 1.474 3.642 -1.891  0.094
H 1.614 4.421 -4.211  0.118
H 2.019 2.809 -6.041  0.117
H 2.275 0.406 -5.523  0.117
H 2.112 -0.386 -3.223  0.095
H 4.168 1.941 -1.572  0.112
H 5.997 3.212 -0.571  0.116
H 5.776 4.122 1.720  0.115
H 3.701 3.730 3.000  0.112
H 1.854 2.462 1.999  0.021
H 4.192 -2.471 -1.292  0.106
H 6.363 -3.579 -1.083  0.110
H 7.612 -3.502 1.051  0.109
H 6.668 -2.250 2.965  0.111
H 4.540 -1.076 2.757  0.109
H 1.395 -3.954 2.449  0.119
H 2.099 -5.990 1.281  0.119
H 1.840 -6.178 -1.169  0.117
H 0.857 -4.307 -2.456  0.114
H 0.125 -2.265 -1.281  0.055
H 0.805 -0.074 4.029  0.072
H 0.054 -0.595 6.293  0.116
H -1.362 -2.575 6.716  0.116
H -1.999 -4.056 4.838  0.117
H -1.243 -3.558 2.564  0.100
C -1.487 1.448 -3.596  -0.208
P -1.641 0.038 -2.467  0.911
C -1.173 -1.367 -3.530  -0.208
C -3.440 -0.112 -2.206  -0.359
C -4.348 0.565 -3.017  -0.057
C -5.712 0.439 -2.803  -0.036
C -6.182 -0.381 -1.792  -0.035
C -5.288 -1.063 -0.980  -0.063
C -3.918 -0.922 -1.167  -0.367
P -2.705 -1.716 -0.070  0.920
C -2.616 -3.428 -0.702  -0.214
C -3.527 -1.972 1.541  -0.218
H -1.992 2.318 -3.183  0.019
H -1.931 1.185 -4.558  0.071
H -0.441 1.691 -3.758  0.015
H -1.845 -1.397 -4.390  0.071
H -1.224 -2.321 -3.012  0.012
H -0.154 -1.221 -3.890  0.043
H -4.003 1.207 -3.815  0.104
H -6.407 0.979 -3.431  0.121
H -7.246 -0.487 -1.630  0.122
H -5.676 -1.694 -0.192  0.112
H -3.638 -3.815 -0.721  0.068
H -2.017 -4.045 -0.035  0.048
H -2.203 -3.505 -1.705  0.032
H -3.630 -3.040 1.732  0.063
H -4.510 -1.510 1.539  0.009
H -2.958 -1.510 2.344  0.036
Cl -7.044 3.442 1.229  0.728
C -5.465 3.095 0.661  -0.695
C -4.875 3.919 -0.310  -0.695
Cl -5.730 5.272 -0.925  0.728
C -3.591 3.651 -0.776  -0.605
Cl -2.790 4.660 -1.922  0.758
C -2.904 2.557 -0.258  -0.389
O -1.698 2.149 -0.631  -0.288
C -3.507 1.718 0.679  -0.366
O -2.759 0.664 0.974  -0.328
C -4.782 1.992 1.170  -0.602
Cl -5.468 0.971 2.363  0.776

Atomic forces in eV per Å
-0.20 -0.34 0.52
0.01 -0.02 0.01
0.00 0.02 0.13
-0.22 0.05 0.16
0.02 0.12 -0.10
0.39 -0.28 -0.37
0.04 0.04 -0.03
0.01 0.02 -0.04
0.00 0.03 -0.02
0.01 -0.02 0.00
0.00 -0.02 -0.01
0.00 -0.34 0.15
0.12 0.22 0.05
0.19 0.09 -0.07
-0.19 0.14 -0.14
0.05 -0.04 0.00
-0.02 -0.02 0.06
-0.01 0.01 -0.01
-0.01 0.04 -0.02
-0.01 -0.02 -0.02
-0.04 -0.01 0.04
0.09 -0.04 -0.08
0.04 0.01 0.00
-0.03 -0.01 0.02
0.07 0.00 -0.06
0.02 0.04 0.08
0.03 0.02 -0.01
-0.08 -0.06 -0.08
-0.02 0.01 0.03
0.03 -0.02 -0.01
0.01 -0.02 -0.03
0.03 0.00 0.04
0.00 0.02 0.00
-0.07 0.29 0.04
0.10 -0.02 0.03
0.01 -0.01 0.01
0.00 -0.02 -0.06
0.01 0.00 0.05
0.01 -0.02 -0.01
-0.14 -0.05 -0.12
0.07 -0.01 0.02
0.01 0.01 -0.01
-0.01 0.00 0.04
-0.02 -0.04 -0.02
0.00 0.02 0.05
-0.04 -0.05 -0.04
-0.04 0.04 -0.09
0.01 0.10 -0.01
-0.04 0.05 0.06
-0.08 -0.06 0.04
-0.01 0.02 0.03
0.00 0.01 0.00
0.00 0.00 -0.02
0.01 -0.01 -0.01
-0.01 -0.04 0.01
-0.01 -0.01 -0.01
0.01 0.00 -0.01
0.01 0.01 0.01
-0.01 0.00 0.01
-0.11 -0.03 0.06
-0.01 0.00 -0.01
0.01 -0.01 -0.01
0.02 -0.01 0.01
0.00 0.00 0.01
-0.03 0.02 0.01
0.00 0.02 -0.01
0.01 -0.01 0.00
0.00 -0.01 -0.01
0.00 -0.02 -0.02
-0.02 0.00 0.02
0.01 0.03 -0.02
0.01 0.01 0.01
-0.01 0.00 0.01
-0.01 -0.02 0.02
0.00 0.03 -0.01
-0.03 -0.04 -0.08
0.10 0.13 0.23
-0.03 -0.03 -0.06
0.00 -0.06 -0.07
0.00 0.02 0.01
0.00 0.02 -0.03
-0.05 -0.01 0.01
0.03 0.00 0.03
-0.04 -0.06 -0.05
0.09 0.21 0.03
-0.01 -0.03 -0.01
-0.01 -0.02 0.00
0.03 -0.01 0.03
0.01 0.01 0.03
0.03 -0.03 0.02
0.01 0.00 0.02
-0.02 0.05 0.01
0.03 0.04 0.02
0.00 0.01 -0.02
-0.01 0.02 -0.02
-0.02 -0.01 0.01
0.01 -0.02 0.02
0.01 0.00 0.00
0.04 0.00 0.02
-0.02 0.05 0.04
0.01 0.01 0.00
0.00 0.01 -0.02
0.01 -0.01 -0.04
-0.03 0.02 0.01
-0.03 -0.01 0.04
0.02 0.05 -0.06
0.01 0.00 -0.01
0.15 0.01 0.31
-0.01 0.00 -0.01
-0.62 0.03 -0.17
0.42 -0.14 -0.19
-0.33 0.36 -0.01
0.10 -0.33 -0.14
0.21 0.06 -0.19
0.00 -0.04 0.02

Computed properties:
**Net charge**: +2
**E_LUMO**: -0.21608 Ha
**HOMO-LUMO gap**: 0.2231 Ha



# 3
A molecular structure, C5H10NdO3. Source: the Open Molecules 2025 dataset; level of theory: ωB97M-V/def2-TZVPD.

Last column: Löwdin charge in e.
Element x y z (Å)
O 2.398 1.544 -0.838  -0.264
C 3.015 0.657 -0.181  -0.094
C 2.342 -0.586 0.016  0.048
O 1.040 -0.480 -0.190  -0.186
C 0.084 -1.549 -0.084  -0.057
C -1.189 -0.898 0.404  -0.133
O -1.361 0.317 -0.320  -0.419
C -2.667 0.877 -0.198  -0.032
Nd 0.390 1.840 -0.801  1.877
H 4.113 0.657 -0.170  0.176
H 2.729 -1.464 0.532  0.180
H 0.434 -2.316 0.614  0.167
H -0.029 -1.963 -1.093  0.165
H -1.135 -0.673 1.480  0.163
H -2.036 -1.572 0.218  0.166
H -2.662 1.837 -0.724  0.096
H -3.400 0.202 -0.662  0.128
H -2.913 1.036 0.861  0.128
H 0.846 2.534 1.136  -0.109

Atomic forces in eV per Å
2.62 -0.10 0.29
1.43 -1.85 -1.76
-0.19 0.49 1.50
0.69 0.57 -0.33
-0.56 -0.91 -0.09
-0.12 -0.64 0.63
0.57 -0.06 -0.23
-1.02 0.16 0.28
-3.09 1.96 0.63
-0.25 0.40 0.70
0.12 0.08 -0.35
-0.03 0.14 -0.15
0.05 0.01 0.23
-0.06 -0.03 -0.25
0.18 0.15 0.05
-0.15 -0.10 0.03
0.17 0.28 0.07
0.06 -0.01 -0.30
-0.42 -0.55 -0.95

Computed properties:
**Net charge**: +2
**E_LUMO (alpha / beta)**: -0.30914 / -0.39112 Ha
**Expectation value of S²**: 6.012
**HOMO-LUMO gap (alpha / beta)**: 0.3065 / 0.2236 Ha
**Spin multiplicity**: 5



# 4
A molecular structure, C5H10O3. Source: the Open Molecules 2025 dataset; level of theory: ωB97M-V/def2-TZVPD.

Last column: Löwdin charge in e.
Element x y z (Å)
C 1.454 0.216 -1.159  -0.037
C 0.660 0.654 0.011  -0.545
C -0.857 0.798 -0.061  -0.232
C -0.376 -0.224 0.938  -0.607
C -0.752 -1.494 0.354  -0.070
H 1.053 1.006 -2.400  0.193
H 2.702 0.352 -0.827  0.162
H 0.795 -0.873 -1.432  0.089
H 0.438 2.071 1.298  0.210
H -1.359 1.670 0.414  0.166
H -0.936 0.662 -1.913  0.094
H -2.028 -1.838 0.217  0.186
H 0.045 -1.799 -0.773  0.149
H -0.227 -2.248 1.155  0.109
H 0.284 -0.674 2.484  0.232
O 1.276 1.675 0.669  -0.039
O -1.494 0.192 -1.220  -0.074
O -0.679 -0.144 2.246  0.015

Atomic forces in eV per Å
-0.64 -0.76 -2.57
-1.93 0.26 0.69
-0.56 -0.42 -0.03
-1.36 1.06 -5.55
1.26 -6.69 -1.09
1.53 -2.03 3.80
-3.89 -0.88 -1.65
3.28 2.95 0.25
3.92 -1.23 -2.26
0.41 -0.16 -0.81
-1.42 -1.05 0.54
4.29 1.37 0.33
-3.29 0.51 3.65
-1.60 0.92 -1.90
-4.12 2.07 0.66
-3.17 2.70 3.68
1.72 2.82 -0.13
5.55 -1.42 2.40

Computed properties:
**Net charge**: 0
**E_LUMO**: 0.01229 Ha
**HOMO-LUMO gap**: 0.3373 Ha